ORCA calculation (ωB97M-V/def2-TZVPD) on C38H30N3O2P2RhS3 as an isolated structure in a non-equilibrium geometry.

Each line ends with the Löwdin spin population.
Geometry (Å):
Rh: -0.3155 -1.3122 -0.2527  1.095
S: -1.3967 -1.3153 2.0853  0.070
P: -0.4465 0.4770 1.9851  0.058
C: -0.2664 0.6740 0.2653  0.466
P: -1.4240 1.4413 -0.7869  0.059
S: -2.6745 -0.0087 -1.3917  0.177
C: -2.2281 2.7931 0.0832  0.003
C: -3.5952 2.7861 0.3971  0.003
C: -4.1210 3.8528 1.1364  0.000
C: -3.3064 4.9115 1.5428  0.001
C: -1.9493 4.9044 1.2050  0.001
C: -1.4067 3.8590 0.4616  0.003
C: -0.5749 2.2600 -2.1265  0.008
C: 0.8101 2.1627 -2.2672  0.008
C: 1.4492 2.8458 -3.3001  0.000
C: 0.7208 3.6465 -4.1956  0.001
C: -0.6691 3.7314 -4.0303  0.000
C: -1.3203 3.0514 -3.0009  0.002
C: 1.2044 0.5337 2.6444  0.010
C: 1.3972 0.4078 4.0243  0.001
C: 2.7001 0.4516 4.5315  0.001
C: 3.7959 0.6482 3.6818  0.001
C: 3.5881 0.7475 2.2979  0.001
C: 2.2959 0.6943 1.7725  0.012
C: -1.2934 1.6997 2.9883  0.000
C: -0.5735 2.8182 3.4569  0.000
C: -1.2225 3.7467 4.2642  0.000
C: -2.5833 3.6075 4.5989  -0.001
C: -3.2803 2.4854 4.1247  0.000
C: -2.6497 1.5423 3.3050  0.000
H: -4.2184 1.9511 0.1077  0.002
H: -5.1621 3.8546 1.4278  0.000
H: -3.7298 5.7049 2.1572  0.000
H: -1.2873 5.6766 1.5762  0.000
H: -0.3621 3.8461 0.1939  0.002
H: 1.3628 1.5100 -1.6139  0.005
H: 2.5225 2.7316 -3.4038  0.000
H: 1.2111 4.2057 -4.9889  0.000
H: -1.2682 4.3196 -4.7072  0.000
H: -2.3903 3.1187 -2.8589  0.001
H: 0.5278 0.3002 4.6736  0.000
H: 2.8475 0.3357 5.5865  0.000
H: 4.7888 0.7396 4.0949  0.000
H: 4.4312 0.8913 1.6403  0.000
H: 2.1217 0.7646 0.7136  0.008
H: 0.4578 2.9826 3.1659  0.000
H: -0.6618 4.5875 4.6425  0.000
H: -3.0862 4.3576 5.1970  0.000
H: -4.3296 2.3579 4.3739  0.000
H: -3.1924 0.6882 2.9122  0.000
N: 0.7853 -4.8634 -1.9918  0.179
C: 0.3499 -4.8169 -3.3106  0.068
C: 1.0962 -5.4664 -4.3314  0.024
C: 0.6424 -5.4650 -5.6331  0.041
C: -0.5721 -4.7926 -5.9464  0.054
C: -1.3058 -4.1454 -4.9482  0.013
C: -0.8463 -4.1192 -3.6168  0.097
S: -1.7348 -3.2995 -2.4174  0.327
N: -0.6085 -3.1721 -1.1405  0.387
C: 0.4302 -3.9859 -1.0252  0.290
C: 1.2109 -3.9324 0.1692  0.079
C: 2.0966 -4.9880 0.5359  0.072
C: 2.9395 -4.7989 1.6016  0.010
C: 2.8498 -3.5795 2.3198  0.112
C: 1.8933 -2.6385 1.9358  -0.001
N: 1.1133 -2.7625 0.8513  0.195
H: 1.6937 -5.2723 -1.8027  0.006
H: 1.9854 -6.0098 -4.0246  0.000
H: 1.1862 -6.0010 -6.4023  0.002
H: -0.9532 -4.8217 -6.9630  0.003
H: -2.2394 -3.6643 -5.1887  -0.001
H: 2.0753 -5.9231 -0.0041  0.006
H: 3.6612 -5.5481 1.9139  -0.002
H: 3.5010 -3.3901 3.1582  0.008
H: 1.6903 -1.8065 2.5932  -0.002
O: 2.1917 -2.3596 -2.1848  0.013
C: 1.4806 -1.4790 -2.6566  0.001
O: 0.4597 -0.8192 -2.1705  0.021
H: 1.6805 -1.1466 -3.7109  0.001

Results
relative energy (zero: lowest compared OMol25 entry of this formula, charge and spin) = 0.00 kJ/mol
HOMO (spin up / spin down) = -5.26 / -7.81 eV
calculated total energy = -3768.5827 a.u.
spin multiplicity = 5
max |F| = 4.2 eV/Å